[1]
The following is a quantum chemistry calculation of a cluster of 10 separate species, C45H68F4O12S3 in total in a non-equilibrium geometry, from the OMol25 dataset.

Output
* energy: -4252.1213 Ha
* HOMO: -8.69 eV
* SMILES: CCOS(C)(=O)=O.CCOS(C)(=O)=O.CCOS(C)(=O)=O.Fc1ccccc1.Fc1ccccc1.Fc1ccccc1.Fc1ccccc1.C1CCOC1.C1CCOC1.C1CCOC1
* net charge: 0

Geometry (Å):
C -3.02021 -1.90350 -0.91473
C -2.60850 -2.15149 -2.33821
C -1.46744 -3.15837 -2.20661
O -2.01785 -4.05026 -1.20725
C -2.75406 -3.23784 -0.26098
H -4.05547 -1.57395 -0.82764
H -2.37342 -1.12054 -0.51348
H -2.30807 -1.26285 -2.89737
H -3.35698 -2.64010 -2.96454
H -0.47053 -2.81863 -1.90762
H -1.26982 -3.66057 -3.15562
H -2.13709 -3.26427 0.64141
H -3.66927 -3.77238 0.00379
C -1.68161 0.13195 4.91330
C -1.89434 0.58455 3.46521
C -0.98090 1.83842 3.37806
O -0.65860 2.15257 4.70188
C -1.45802 1.45368 5.66430
H -0.78534 -0.47611 5.06292
H -2.46492 -0.59263 5.14954
H -2.95261 0.72543 3.26024
H -1.46541 -0.20016 2.84075
H -1.50728 2.66312 2.89074
H -0.11660 1.52035 2.79248
H -2.36917 2.05424 5.75953
H -1.04942 1.32760 6.66350
C 5.13915 -1.11064 2.38293
C 3.97997 -0.12050 2.19412
C 4.70778 0.99664 1.48530
O 6.07655 0.99568 1.86945
C 6.35865 -0.22866 2.60820
H 5.33735 -1.80573 1.56856
H 5.05011 -1.65127 3.32864
H 3.51102 0.20918 3.11966
H 3.25261 -0.59502 1.53877
H 4.34225 2.00239 1.69799
H 4.69033 0.80647 0.40690
H 6.43397 0.01199 3.67447
H 7.33921 -0.65560 2.39798
O 1.97387 0.82600 -0.13577
S 0.65394 0.42842 -0.56664
O 0.47068 -0.47521 -1.68128
O -0.07832 -0.21597 0.74351
C 0.04108 -1.65548 0.87332
C 0.12200 -1.85662 2.36878
C -0.39639 1.91663 -0.79864
H 0.79169 -2.26885 0.37423
H -0.89031 -2.09108 0.50596
H -0.51682 -1.14948 2.89195
H 1.15220 -1.75677 2.71489
H -0.14345 -2.90153 2.54712
H -1.45939 1.72283 -0.66562
H -0.21671 2.27407 -1.81190
H -0.07597 2.65631 -0.06602
O -3.05116 1.36760 0.66562
S -3.52582 2.54139 -0.03607
O -2.66490 3.15547 -1.03351
O -4.88141 2.03529 -0.80827
C -5.70599 1.11708 0.00200
C -6.60855 0.53541 -1.07402
C -4.32413 3.75863 1.08728
H -6.30501 1.74489 0.65956
H -5.20371 0.30836 0.52485
H -6.19802 0.34382 -2.06058
H -7.41111 1.26685 -1.21896
H -7.21988 -0.30371 -0.73187
H -4.73807 3.11726 1.86018
H -5.15188 4.21406 0.54937
H -3.50631 4.45474 1.25507
O 0.29873 5.12919 0.52556
S 0.24905 6.03741 -0.58840
O -0.23661 7.39506 -0.53041
O 1.78473 6.21201 -1.22334
C 2.81050 5.43744 -0.57772
C 4.12061 6.14384 -0.92076
C -0.53655 5.16896 -1.94767
H 2.86117 4.49260 -1.12869
H 2.78932 5.22820 0.48976
H 4.00763 6.56868 -1.91734
H 4.92409 5.41125 -0.84586
H 4.37785 6.96918 -0.25502
H -1.57587 5.49678 -1.97551
H -0.49308 4.12744 -1.64352
H -0.15140 5.37318 -2.94299
F -0.35526 -4.38849 0.19238
C -1.11691 -5.50857 0.33012
C -1.73611 -6.06383 -0.76532
C -2.63246 -7.07708 -0.52910
C -2.83645 -7.56056 0.74906
C -2.13708 -7.06365 1.83129
C -1.28450 -5.96905 1.62423
H -1.50940 -5.76164 -1.77815
H -3.22868 -7.56389 -1.28984
H -3.60196 -8.29639 0.96179
H -2.19579 -7.51651 2.81083
H -0.66572 -5.52413 2.39207
F 2.57692 -7.87470 4.60027
C 2.71191 -6.99122 3.60552
C 2.86609 -7.38465 2.28298
C 2.73111 -6.50674 1.23025
C 2.54875 -5.13332 1.50189
C 2.50088 -4.74472 2.82106
C 2.53535 -5.65417 3.87673
H 2.85810 -8.45937 2.13117
H 2.54709 -6.76113 0.19535
H 2.44924 -4.49916 0.63288
H 2.39139 -3.69375 3.05963
H 2.44107 -5.33773 4.90729
F -4.06958 3.49314 -4.02525
C -2.87785 2.91910 -4.27561
C -2.48947 1.69983 -3.72742
C -1.23908 1.17902 -4.03732
C -0.41468 1.83419 -4.95642
C -0.75981 3.10315 -5.39883
C -2.00065 3.64169 -5.07631
H -3.19879 1.15766 -3.11605
H -0.88219 0.23506 -3.64740
H 0.43747 1.31282 -5.36973
H -0.05871 3.61775 -6.03821
H -2.26970 4.62139 -5.44814
F 2.02910 3.85387 -5.07752
C 2.94170 3.34563 -4.23895
C 2.76402 2.11803 -3.60490
C 3.72994 1.64283 -2.75525
C 4.88302 2.38481 -2.46024
C 5.02266 3.65260 -3.01585
C 4.07908 4.06655 -3.94668
H 1.82145 1.59296 -3.70062
H 3.56799 0.77892 -2.12632
H 5.58283 2.00076 -1.73045
H 5.83264 4.34984 -2.85489
H 4.22269 5.00806 -4.46522

---

[2]
The following is a quantum chemistry calculation of a structure of composition C45H70BrCl3IO27PS3 in a non-equilibrium geometry, from the OMol25 dataset.

Output
* energy: -9576.3345 Ha
* HOMO: -9.02 eV
* net charge: 0

Geometry (Å):
C 2.24588 -0.84011 0.81763
C 2.29201 0.72080 0.55271
Cl 1.91946 1.26000 -1.10545
C 2.59883 1.63089 1.53333
Cl 2.87890 0.85091 3.16942
C 2.67637 3.19189 1.47301
C 1.46341 3.95433 0.82146
C 0.09465 3.85775 1.65019
C 0.05208 2.78466 2.80914
C -1.26889 3.10923 3.65837
Br -1.92334 1.55923 4.68559
C 1.71841 5.51198 0.46156
I -0.20056 6.14495 -0.51117
C 1.82754 6.47559 1.69185
C 2.34173 7.94448 1.35582
C 1.69322 8.97569 2.40166
C 2.90050 9.85858 2.98003
S 2.34126 11.24024 4.05150
O 0.86040 11.22675 4.07825
O 2.95964 12.51051 3.59879
Cl 3.10839 10.81731 5.95674
O 2.59206 5.75080 -0.63689
S 4.22624 5.67101 -0.37524
O 4.80728 7.05454 -0.26199
O 4.45014 5.01942 1.15103
C 4.16986 3.58997 1.07640
C 5.20614 2.99751 2.15114
C 5.03056 3.61640 3.59290
C 6.31038 3.46493 4.52536
O 5.88447 3.05225 5.84243
P 4.81353 2.88337 -0.56990
S 6.69297 3.24413 -0.95164
H 2.22723 -1.33379 -0.19090
H 1.33385 -1.14552 1.39123
H 3.19909 -1.16308 1.33076
H 2.60286 3.51486 2.56286
H 1.16229 3.56091 -0.19747
H -0.75444 3.58612 0.95554
H -0.21551 4.81802 2.13784
H -0.11024 1.76762 2.36500
H 0.89717 2.83539 3.54107
H -2.07141 3.57745 3.03499
H -0.95044 3.90008 4.40155
H 0.86474 6.62097 2.26280
H 2.55109 6.05918 2.46104
H 3.44324 7.94964 1.61069
H 2.13279 8.26642 0.30636
H 0.91398 9.62082 1.92750
H 1.28184 8.43014 3.30152
H 3.52299 10.21013 2.10734
H 3.56362 9.13954 3.54734
H 5.22261 1.87054 2.13747
H 6.25294 3.29558 1.83532
H 4.19854 3.05024 4.11014
H 4.73128 4.69643 3.60722
H 6.75665 4.49078 4.65659
H 7.06535 2.76908 4.08426
H 5.01810 3.43750 6.02960
H 4.73315 1.45431 -0.40672
H 3.93117 3.15503 -1.67604
C -0.21305 -6.81997 -0.02590
C 0.11499 -5.41975 -0.48297
C 1.50817 -4.98006 -0.13749
O 1.36233 -3.55830 -0.04686
C 0.06574 -3.32126 0.30505
O -0.36276 -2.26054 0.65688
O -0.68156 -4.45022 0.20814
H -0.14534 -6.90530 1.06105
H -1.24029 -7.07521 -0.29559
H 0.45558 -7.54786 -0.47955
H -0.08403 -5.31664 -1.55532
H 2.23263 -5.24737 -0.90605
H 1.85785 -5.35602 0.82768
C 1.78351 -11.31908 -3.02103
C 2.18614 -11.08399 -1.58289
C 1.06192 -11.25582 -0.60171
O 1.46188 -10.39417 0.46629
C 2.23112 -9.42109 -0.08217
O 2.57087 -8.42945 0.48786
O 2.55848 -9.71893 -1.36757
H 1.01454 -10.60875 -3.33351
H 2.63860 -11.16741 -3.68357
H 1.40806 -12.33359 -3.16372
H 3.04451 -11.71259 -1.32400
H 0.96352 -12.28444 -0.25463
H 0.09523 -10.91273 -0.98177
C -1.94016 -7.90294 -6.19247
C -1.87460 -7.79518 -4.68727
C -0.48588 -7.60236 -4.15269
O -0.58860 -8.17355 -2.84707
C -1.56834 -9.11525 -2.90704
O -1.78246 -9.91641 -2.04728
O -2.26439 -9.02640 -4.06499
H -1.37192 -8.76575 -6.55031
H -2.97232 -8.05188 -6.51454
H -1.55268 -7.00051 -6.66884
H -2.54733 -7.01740 -4.33969
H -0.20360 -6.55065 -4.09648
H 0.28112 -8.14774 -4.71222
C -6.04444 -3.77989 -1.43709
C -5.06435 -4.85868 -1.83431
C -3.83719 -4.33684 -2.52378
O -3.45189 -5.44970 -3.33390
C -4.59009 -6.15502 -3.60155
O -4.66679 -7.03422 -4.40768
O -5.62125 -5.72310 -2.83410
H -6.41272 -3.24146 -2.31299
H -6.91665 -4.22143 -0.95318
H -5.58972 -3.06687 -0.74901
H -4.80564 -5.47238 -0.96474
H -3.04401 -4.07336 -1.82308
H -4.03528 -3.48267 -3.17775
C 5.02831 9.72480 -0.58973
C 6.09455 10.59387 -1.21782
C 6.44308 11.81198 -0.41004
O 6.88933 12.72282 -1.41340
C 6.25708 12.37664 -2.56707
O 6.24928 13.03916 -3.55547
O 5.63212 11.17440 -2.44067
H 4.08942 10.27599 -0.47822
H 4.81487 8.87258 -1.22662
H 5.34336 9.35853 0.38806
H 6.98315 9.99518 -1.44289
H 7.23209 11.61966 0.31718
H 5.58381 12.25452 0.10346
C -5.19407 -4.99166 3.73802
C -5.71694 -3.63064 3.33730
C -6.97252 -3.22471 4.05560
O -7.58597 -2.34258 3.11588
C -7.16349 -2.72694 1.88320
O -7.62512 -2.33315 0.85825
O -6.14438 -3.62408 1.97200
H -5.92203 -5.77404 3.51116
H -4.29050 -5.23151 3.17358
H -4.95825 -5.02451 4.80299
H -4.93050 -2.87728 3.44855
H -6.76909 -2.71021 4.99458
H -7.65463 -4.05878 4.24564
C -8.08350 0.52940 -1.81542
C -7.38827 0.39531 -3.15193
C -8.27690 0.67547 -4.33050
O -7.67286 -0.11003 -5.35737
C -7.04759 -1.14732 -4.74064
O -6.60416 -2.09859 -5.30283
O -6.99615 -0.95818 -3.39432
H -8.90931 -0.18022 -1.72959
H -7.39072 0.30162 -1.00280
H -8.46819 1.54084 -1.67217
H -6.48708 1.01691 -3.17196
H -8.28742 1.73031 -4.60472
H -9.30631 0.33227 -4.19083

---

[3]
The following is a quantum chemistry calculation of a cluster of 7 separate species, C45H70IN3O9P2S in total in a non-equilibrium geometry, from the OMol25 dataset.

Output
* energy: -3976.3109 Ha
* HOMO: -7.63 eV
* SMILES: C#CCCCc1c(N)c2c(c(I)c1S)C(=O)c1c([PH2]=N)c(P(C)C)c(CCOCC)c(NCC)c1C2=O.CC(C)=O.CC(C)=O.CC(C)=O.CC(C)=O.CC(C)=O.CC(C)=O
* relative energy (zero: lowest compared OMol25 entry of this formula, charge and spin): 508.3 kJ/mol
* net charge: 0

Geometry (Å):
C -4.90547 -1.00027 2.62779
C -3.85029 -1.60136 2.44894
C -2.33961 -2.02632 2.55427
C -2.17139 -3.34509 3.42484
C -0.67875 -3.65663 3.89349
C 0.42488 -2.86507 3.09490
C 0.53201 -3.19956 1.61788
N -0.30906 -4.21707 1.00785
C 1.53647 -2.42886 0.83827
C 2.42478 -1.37396 1.46489
C 2.34181 -1.04079 2.90576
I 3.62556 0.45744 3.79421
C 1.31066 -1.80994 3.71784
S 1.08403 -1.44986 5.49229
C 3.43517 -0.69090 0.44453
O 4.60731 -0.61215 0.75958
C 2.80052 -0.27074 -0.92026
C 3.00952 1.03898 -1.61231
P 4.10496 2.26571 -0.66802
N 5.38069 2.64588 -1.53893
C 2.39680 1.37446 -2.97507
P 2.72440 2.99232 -3.82906
C 2.73966 4.46599 -2.64804
C 1.46374 3.48854 -5.11842
C 1.54990 0.25983 -3.57892
C 0.86827 0.36474 -5.00521
C -0.56809 1.02986 -4.82033
O -0.99473 1.81135 -5.94389
C -1.91637 2.83859 -5.55959
C -3.43161 2.37338 -5.43099
C 1.29436 -1.05941 -2.86064
N 0.47985 -2.13842 -3.41325
C -0.98650 -1.94094 -3.21195
C -1.36756 -0.89547 -2.08109
C 1.90812 -1.33375 -1.53585
C 1.67317 -2.68034 -0.72496
O 1.62321 -3.77951 -1.23833
H -5.92413 -0.53318 2.41749
H -1.67005 -1.17249 2.86676
H -2.02532 -2.28988 1.49092
H -2.91247 -3.27617 4.27750
H -2.51951 -4.20560 2.76644
H -0.48824 -4.75848 3.70377
H -0.61572 -3.50584 5.01103
H -0.88006 -3.78299 0.27642
H 0.30414 -4.92807 0.58311
H 1.88977 -2.27168 6.25242
H 4.53152 1.76126 0.59054
H 3.26049 3.39715 -0.35790
H 5.33949 2.10770 -2.41336
H 2.56522 5.38319 -3.29767
H 3.81651 4.56192 -2.29065
H 2.01063 4.39290 -1.79549
H 1.54514 2.97106 -6.11078
H 0.41716 3.45182 -4.67735
H 1.64316 4.59497 -5.32956
H 0.68195 -0.65358 -5.47429
H 1.53484 0.91357 -5.72681
H -0.47308 1.71761 -3.91132
H -1.39102 0.29959 -4.57469
H -1.89584 3.64638 -6.36262
H -1.64315 3.35726 -4.58620
H -4.12517 2.86835 -6.18666
H -3.82478 2.71310 -4.41638
H -3.59449 1.26086 -5.50071
H 0.73445 -2.34677 -4.37831
H -1.47546 -1.74540 -4.20950
H -1.40072 -2.94397 -2.85386
H -0.96723 -1.20840 -1.06242
H -1.12034 0.17175 -2.33202
H -2.50247 -0.95027 -1.97651
C 9.26561 1.23538 -2.01585
C 8.78770 0.13321 -2.92451
O 8.76507 0.27296 -4.12977
C 8.33826 -1.15096 -2.27598
H 9.55671 2.09825 -2.61640
H 8.46094 1.53408 -1.34027
H 10.13313 0.89739 -1.44491
H 7.49396 -0.95611 -1.61107
H 9.16447 -1.59424 -1.71631
H 8.02125 -1.85390 -3.04783
C -8.08841 -0.31081 5.37888
C -7.40848 0.83826 4.68220
O -7.18288 0.80912 3.48951
C -7.01892 2.02541 5.52335
H -8.31065 -1.09355 4.65240
H -7.43017 -0.72238 6.14654
H -9.02489 0.02760 5.82678
H -6.31346 1.71690 6.29732
H -7.90799 2.46709 5.97780
H -6.53981 2.77455 4.89141
C 2.35653 7.20621 0.83458
C 2.09109 7.61203 -0.59182
O 1.30521 6.99982 -1.28654
C 2.83928 8.80694 -1.12216
H 1.75070 6.33267 1.08069
H 3.41016 6.94777 0.95775
H 2.08677 8.02086 1.50948
H 3.91417 8.61909 -1.08521
H 2.59093 9.69248 -0.53381
H 2.55026 8.98335 -2.15921
C 0.48511 -9.46571 1.11203
C -0.64724 -8.49660 0.88748
O -1.48500 -8.29648 1.74135
C -0.69641 -7.78595 -0.44118
H 0.39485 -9.90215 2.10768
H 0.44063 -10.26774 0.37261
H 1.44132 -8.94296 1.04403
H -0.79360 -8.51367 -1.24917
H 0.20829 -7.18907 -0.57707
H -1.56136 -7.12120 -0.46349
C -2.03054 5.36974 -0.92561
C -2.18955 5.52145 -2.41465
O -2.12867 4.56125 -3.15795
C -2.42625 6.90943 -2.94741
H -1.86612 4.31830 -0.68479
H -1.16844 5.94687 -0.58400
H -2.93656 5.70771 -0.41849
H -1.58174 7.55333 -2.69338
H -3.34968 7.31564 -2.52978
H -2.52147 6.86862 -4.03356
C -2.92973 -4.89318 8.39957
C -3.92601 -5.04214 7.27802
O -4.98227 -4.44578 7.28964
C -3.55654 -5.96136 6.14235
H -3.32629 -4.20328 9.14581
H -2.75640 -5.86099 8.87426
H -1.99170 -4.48952 8.01277
H -3.41114 -6.97648 6.51721
H -2.64603 -5.60402 5.65650
H -4.36365 -5.97188 5.40857